Model A:
# C2H3NO2

A 2-piece molecular cluster, C2H3NO2 overall (ωB97M-V/def2-TZVPD, OMol25).

Values from the calculation:
Charge: 0
LUMO energy, eV: -0.10
Gap between HOMO and LUMO, eV: 9.599
2S+1: 1

Geometry as XYZ:
```
8
C2H3NO2, DFT ωB97M-V/def2-TZVPD
O -1.10 0.98 1.56
O -0.70 -0.40 -1.53
N -0.14 -0.09 -0.45
C -1.26 0.25 0.64
C 1.02 -0.03 -0.08
H 1.87 -0.36 -0.82
H -2.27 -0.43 -0.85
H 1.25 0.36 0.89
```

---

Model B:
# C2H3NO2

One molecule with the formula C2H3NO2 (ωB97M-V/def2-TZVPD, OMol25).

Values from the calculation:
Charge: 0
LUMO energy, eV: 0.43
Gap between HOMO and LUMO, eV: 12.378
SMILES string: N#CC(O)O
2S+1: 1

Geometry as XYZ:
```
8
C2H3NO2, DFT ωB97M-V/def2-TZVPD
O 1.01 -0.18 0.45
O -0.68 0.42 -0.92
N 0.50 -2.66 -1.57
C -0.10 -0.59 -0.17
C 0.13 -1.67 -1.08
H 1.72 -0.35 -0.13
H -0.91 1.03 -0.19
H -0.63 -1.01 0.75
```

---

Most stable one: model B, least stable one: model A.

---

Model A:
# C4H7N3O

A 2-piece molecular cluster, C4H7N3O overall (ωB97M-V/def2-TZVPD, OMol25).

Values from the calculation:
Charge: 0
LUMO energy, eV: -0.86
Gap between HOMO and LUMO, eV: 8.280
2S+1: 1

Geometry as XYZ:
```
15
C4H7N3O, DFT ωB97M-V/def2-TZVPD
O -2.32 -0.58 -0.69
N -1.24 1.72 0.25
N 1.11 1.02 -0.21
N 2.03 0.05 -0.51
C -0.28 0.85 -0.11
C 2.15 -0.95 0.29
C -1.75 -0.81 0.46
C -0.78 -0.46 -0.57
H -0.79 2.52 0.72
H -1.58 0.19 1.11
H -1.88 -1.89 0.74
H 1.50 -0.99 1.30
H 3.06 -1.44 0.23
H 1.17 1.64 -1.63
H -0.39 -0.87 -1.39
```

---

Model B:
# C4H7N3O

One molecule with the formula C4H7N3O (ωB97M-V/def2-TZVPD, OMol25).

Values from the calculation:
Charge: 0
LUMO energy, eV: -0.39
Gap between HOMO and LUMO, eV: 7.274
SMILES string: C=C=NN(N)C(C)=O
2S+1: 1

Geometry as XYZ:
```
15
C4H7N3O, DFT ωB97M-V/def2-TZVPD
O 0.48 -0.73 1.94
N -1.00 1.24 0.01
N -1.14 -0.06 0.19
N -2.00 -0.71 -0.67
C 1.18 2.41 0.24
C 0.21 1.53 0.29
C 0.23 -0.71 0.76
C 0.86 -1.66 -0.24
H -2.34 -0.06 -1.38
H -2.78 -1.08 -0.13
H 0.35 -2.62 -0.19
H 1.90 -1.82 0.05
H 0.82 -1.26 -1.25
H 2.07 2.27 0.83
H 1.14 3.26 -0.45
```

---

Most stable one: model B, least stable one: model A.

---

Model A:
# C4H7N3O

One molecule with the formula C4H7N3O (ωB97M-V/def2-TZVPD, OMol25).

Values from the calculation:
Charge: 0
LUMO energy, eV: -0.45
Gap between HOMO and LUMO, eV: 9.060
SMILES string: [H]/N=C(N)/N=C(\C)C=O
2S+1: 1

Geometry as XYZ:
```
15
C4H7N3O, DFT ωB97M-V/def2-TZVPD
O -2.09 -1.22 2.29
N 0.66 -0.18 -2.50
N 1.21 1.38 -0.75
N -0.36 -0.39 -0.57
C 0.27 0.32 1.72
C -0.55 -0.36 0.69
C 0.62 0.38 -1.25
C -1.77 -1.10 1.14
H -0.06 1.36 1.80
H 1.87 1.82 -1.39
H -0.14 -0.90 -2.45
H 1.26 0.23 -3.19
H 1.32 0.34 1.44
H 0.13 -0.16 2.69
H -2.36 -1.53 0.32
```

---

Model B:
# C4H7N3O

One molecule with the formula C4H7N3O (ωB97M-V/def2-TZVPD, OMol25).

Values from the calculation:
Charge: 0
LUMO energy, eV: 0.10
Gap between HOMO and LUMO, eV: 9.498
SMILES string: [H]/N=C\NN1C[C@H]1C=O
2S+1: 1

Geometry as XYZ:
```
15
C4H7N3O, DFT ωB97M-V/def2-TZVPD
O 1.08 1.94 -0.47
N -3.02 0.72 0.13
N -0.90 -0.18 -0.62
N 0.00 -0.85 0.11
C 1.44 1.07 0.36
C -2.11 -0.16 0.17
C 1.20 -1.24 -0.49
C 1.14 -0.22 0.60
H -2.52 1.61 -0.37
H 2.21 1.37 1.15
H 1.50 -2.28 -0.49
H -2.40 -1.02 0.75
H -0.52 0.76 -1.04
H 1.39 -0.55 1.73
H 1.50 -0.99 -1.52
```

---

Most stable one: model A, least stable one: model B.

---

Model A:
# C4H7N3O

One molecule with the formula C4H7N3O (ωB97M-V/def2-TZVPD, OMol25).

Values from the calculation:
Charge: 0
LUMO energy, eV: 0.93
Gap between HOMO and LUMO, eV: 8.571
SMILES string: N/N=C/N1C=CCO1
2S+1: 1

Geometry as XYZ:
```
15
C4H7N3O, DFT ωB97M-V/def2-TZVPD
O 0.75 -1.08 -0.09
N 0.24 0.19 -0.17
N -3.32 0.05 0.07
N -2.00 -0.39 0.10
C 2.43 0.60 0.22
C 2.22 -0.87 0.02
C -1.09 0.50 -0.13
C 1.30 1.15 -0.11
H 2.49 -1.47 0.91
H 2.60 -1.24 -0.95
H -3.87 -0.07 0.95
H 1.04 2.19 -0.03
H 3.35 0.96 0.62
H -3.88 -0.53 -0.51
H -1.35 1.54 -0.23
```

---

Model B:
# C4H7N3O

One molecule with the formula C4H7N3O (ωB97M-V/def2-TZVPD, OMol25).

Values from the calculation:
Charge: 0
LUMO energy, eV: 0.43
Gap between HOMO and LUMO, eV: 9.260
SMILES string: [H]/N=C/N/N=C/[C@H]1CO1
2S+1: 1

Geometry as XYZ:
```
15
C4H7N3O, DFT ωB97M-V/def2-TZVPD
O -2.64 -0.45 -0.79
N 1.33 1.09 -0.33
N 0.09 0.85 -0.04
N 2.16 -1.19 0.05
C 2.27 0.11 -0.15
C -0.20 -0.39 -0.21
C -2.72 0.50 0.17
C -1.61 -0.58 0.35
H 0.23 -1.47 -0.79
H 3.49 0.33 -0.11
H -3.49 0.36 1.08
H -1.68 -1.61 0.71
H -2.36 1.58 -0.02
H 3.28 -1.27 -0.06
H 1.84 2.14 0.12
```

---

Model C:
# C4H7N3O

C4H7N3O as an isolated structure (ωB97M-V/def2-TZVPD, OMol25).

Values from the calculation:
Charge: 0
LUMO energy, eV: 0.26
Gap between HOMO and LUMO, eV: 8.342
2S+1: 1

Geometry as XYZ:
```
15
C4H7N3O, DFT ωB97M-V/def2-TZVPD
O -2.95 -0.07 -0.39
N -0.78 -1.41 0.01
N -1.93 0.62 0.33
N 0.82 1.72 -0.31
C 0.73 0.45 0.30
C 0.55 -1.84 -0.04
C -0.73 -0.09 0.27
C 1.47 -0.76 -0.12
H 1.41 2.42 0.26
H 1.54 1.55 -1.30
H 2.61 -0.91 -0.28
H 0.85 -2.82 -0.24
H -1.77 1.67 0.06
H -2.57 -1.20 0.06
H 0.74 0.68 1.41
```

---

Most stable one: model A, least stable one: model B.

---

Model A:
# C4H7N3O

One molecule with the formula C4H7N3O (ωB97M-V/def2-TZVPD, OMol25).

Values from the calculation:
Charge: 0
LUMO energy, eV: 0.77
Gap between HOMO and LUMO, eV: 10.152
SMILES string: C[C@@]1([C@]2(N)C=N2)NO1
2S+1: 1

Geometry as XYZ:
```
15
C4H7N3O, DFT ωB97M-V/def2-TZVPD
O -1.35 1.36 -0.49
N -1.08 -1.39 0.85
N 0.99 -1.61 -0.35
N -0.97 1.48 0.90
C -0.05 0.74 0.05
C -0.15 -0.77 -0.02
C 1.22 1.42 -0.33
C -1.49 -1.28 -0.39
H 0.69 -2.59 -0.31
H -2.56 -1.48 -0.40
H 1.69 -1.51 0.38
H 1.58 1.08 -1.30
H 1.99 1.22 0.42
H -1.60 0.83 1.37
H 1.09 2.51 -0.37
```

---

Model B:
# C4H7N3O

C4H7N3O as an isolated structure (ωB97M-V/def2-TZVPD, OMol25).

Values from the calculation:
Charge: 0
LUMO energy (spin up / spin down), eV: -0.43 / -0.43
Gap between HOMO and LUMO (spin up / spin down), eV: 7.990 / 7.989
2S+1: 1

Geometry as XYZ:
```
15
C4H7N3O, DFT ωB97M-V/def2-TZVPD
O -0.44 -0.21 -2.45
N -1.20 -0.55 1.12
N 1.56 1.56 1.30
N 0.18 1.68 -0.63
C -0.36 -0.73 0.03
C 0.40 -1.81 -0.19
C 0.95 1.28 0.29
C -0.76 0.18 -1.33
H 0.38 2.41 -1.30
H -1.76 0.59 -1.12
H 0.38 -2.69 0.46
H -1.02 -1.14 1.92
H 0.81 -1.99 -1.17
H 2.26 0.99 1.74
H -1.39 0.41 1.34
```

---

Most stable one: model B, least stable one: model A.

---

Model A:
# C4H7N3O

One molecule with the formula C4H7N3O (ωB97M-V/def2-TZVPD, OMol25).

Values from the calculation:
Charge: 0
LUMO energy, eV: 0.76
Gap between HOMO and LUMO, eV: 9.897
SMILES string: N[C@]12C[C@@H]1NNC2=O
2S+1: 1

Geometry as XYZ:
```
15
C4H7N3O, DFT ωB97M-V/def2-TZVPD
O -2.36 -0.70 -0.63
N -1.24 1.02 -0.06
N -0.08 -1.11 1.03
N 0.10 1.50 0.47
C -1.30 -0.23 -0.55
C 0.79 0.61 -0.40
C 0.03 -0.72 -0.32
C 1.69 -0.70 -0.63
H 0.25 2.26 -0.27
H -1.82 0.99 0.89
H -0.11 -0.28 1.77
H 2.09 -0.77 -1.64
H 0.48 0.90 -1.47
H -0.70 -1.82 1.51
H 2.16 -0.93 0.30
```

---

Model B:
# C4H7N3O

One molecule with the formula C4H7N3O (ωB97M-V/def2-TZVPD, OMol25).

Values from the calculation:
Charge: 0
LUMO energy, eV: 0.86
Gap between HOMO and LUMO, eV: 8.432
SMILES string: CN/N=c1/cc[nH]o1
2S+1: 1

Geometry as XYZ:
```
15
C4H7N3O, DFT ωB97M-V/def2-TZVPD
O 0.16 0.92 -0.44
N 0.16 1.90 0.43
N -0.57 -1.31 -0.31
N 0.38 -1.71 -1.33
C -0.59 -0.17 0.16
C -1.18 0.43 1.29
C -0.84 1.66 1.50
C 1.78 -1.52 -1.00
H -0.86 2.24 2.48
H 2.15 -1.59 -2.11
H -1.67 -0.35 1.96
H 0.15 2.96 -0.06
H 1.81 -0.39 -0.32
H 0.05 -2.57 -1.49
H 2.21 -2.26 -0.16
```

---

Most stable one: model B, least stable one: model A.